C5H4O2 | ωB97M-V/def2-TZVPD

Geometry as XYZ:
```
11
Properties=species:S:1:pos:R:3:forces:R:3
O -0.983853 0.336497 -2.365908 -0.38 -0.31 1.03
C -1.203725 -0.081914 -1.310058 0.09 0.35 -0.86
O 0.137599 1.942192 -0.211498 0.44 -0.31 0.00
C 1.063926 1.251595 0.174850 -0.18 0.11 -0.12
C 0.986908 -0.161376 0.575263 -0.07 -0.04 0.07
C -0.139389 -0.910947 0.607050 0.11 0.00 -0.08
C -1.366310 -0.649502 -0.119254 0.13 0.07 -0.01
H 2.068578 1.704716 0.310932 -0.15 -0.03 0.03
H 1.898999 -0.574017 0.995802 -0.14 0.08 0.10
H -0.120965 -1.847814 1.162486 0.01 0.12 -0.05
H -2.341769 -1.009431 0.180335 0.15 -0.03 -0.11
```
Forces are in eV/Å.

Values from the calculation:
E_HOMO, hartree: -0.3228
Kohn-Sham gap, eV: 8.8
LUMO energy, Eh: 0.0005


C28H52F24N4O20PS6 | ωB97M-V/def2-TZVPD

Geometry as XYZ:
```
135
Properties=species:S:1:pos:R:3:forces:R:3
C 13.414564 -9.605726 11.235509 -0.44 0.74 0.66
C 12.611139 -8.727550 10.250331 0.93 4.51 -0.32
O 12.402494 -7.461689 10.336197 1.12 -6.76 -0.33
N 12.338131 -9.420635 8.935658 2.42 2.27 0.47
H 12.529393 -10.411754 8.970454 0.06 -0.87 0.53
H 11.349732 -9.358815 8.737290 -1.36 0.57 -0.78
C 13.279583 -8.899711 7.798186 -1.02 -0.24 -0.07
H 12.805885 -10.314154 11.797429 -0.60 -0.02 -0.37
H 13.874362 -8.980291 12.000702 -0.12 0.37 -0.17
H 14.224052 -10.205012 10.818760 -0.28 0.20 -0.78
H 13.195041 -7.837450 7.568950 -0.27 -0.14 0.76
H 12.926764 -9.432111 6.914908 0.28 -0.19 0.05
H 14.323667 -9.116414 8.024106 -0.26 -0.21 0.16
C 14.543971 -4.847204 9.707322 0.21 -0.22 1.55
C 13.215130 -4.290416 10.149668 3.87 -0.36 0.68
O 12.228058 -4.272204 9.442494 -3.50 0.49 -2.07
N 13.052389 -3.947016 11.567326 0.38 0.16 0.61
H 13.930727 -3.772287 12.034339 0.85 -0.97 -0.02
H 12.743291 -2.987513 11.629913 -1.48 0.66 -0.15
C 12.219371 -4.842219 12.445751 0.30 0.46 0.03
H 15.283451 -4.917774 10.504999 0.16 0.63 0.56
H 15.020867 -4.234686 8.942148 -0.17 -0.40 -0.52
H 14.513520 -5.920589 9.520243 -0.35 -0.02 -1.14
H 11.214569 -4.916867 12.029959 0.24 -0.05 0.01
H 12.249817 -4.350804 13.418210 -0.32 -0.39 0.21
H 12.734262 -5.802444 12.476828 -0.31 0.07 0.01
C 14.282381 -11.303474 14.939545 0.37 -1.83 -0.09
C 14.852399 -12.643817 14.412031 -0.08 0.45 -0.48
C 13.698248 -13.583928 14.076156 1.09 -0.62 -0.48
N 14.127044 -15.038093 13.701678 1.80 1.01 0.44
C 14.559831 -15.732651 15.018932 0.38 0.36 -1.21
C 15.359353 -15.068809 12.667883 0.43 0.61 0.86
C 15.314431 -16.442880 12.042831 0.30 1.06 1.88
C 13.842813 -16.715672 12.023386 -0.16 -0.64 -2.97
C 13.075999 -15.719332 12.918887 -0.49 -2.23 -0.16
H 13.708636 -10.909509 14.100662 -0.07 0.71 0.57
H 15.104827 -10.696457 15.317967 -0.34 0.22 -0.49
H 13.672484 -11.591560 15.795777 -0.42 0.55 0.00
H 15.619206 -12.978508 15.110664 -0.07 -0.52 -0.05
H 15.284461 -12.435257 13.433297 0.67 0.02 0.20
H 13.299159 -13.202913 13.136126 -0.83 0.02 0.27
H 12.998469 -13.702773 14.903361 -0.31 0.11 -0.34
H 14.509284 -16.818156 14.933916 -0.37 0.13 -0.08
H 14.022533 -15.330964 15.878026 -0.39 -0.20 -0.36
H 15.608075 -15.481524 15.180861 -0.07 0.09 -0.10
H 16.282928 -15.010294 13.243814 -0.23 0.62 0.17
H 15.339822 -14.237087 11.963640 -0.68 0.07 0.13
H 15.818846 -17.009495 12.825529 0.22 -0.88 -0.46
H 15.833595 -16.486190 11.085388 -0.12 -0.04 0.17
H 13.733287 -17.797645 11.949668 -0.86 -0.16 1.39
H 13.614727 -16.527328 10.974288 -0.72 0.70 -0.04
H 12.375641 -16.278865 13.538990 0.11 0.27 0.51
H 12.461363 -15.036320 12.332542 0.49 0.47 -0.11
C 14.018378 -4.559604 2.159054 -0.31 -0.19 0.89
C 13.120691 -5.251917 3.170817 0.59 1.17 2.46
C 12.454595 -4.230121 4.300851 1.01 -1.48 -3.34
N 11.593140 -4.990918 5.247859 -1.41 1.50 0.98
C 12.552391 -5.590241 6.196656 0.25 -1.16 1.82
C 10.594881 -5.999899 4.696800 -0.90 -0.92 -0.89
C 9.170181 -5.364423 4.737616 0.19 -1.37 0.10
C 9.410336 -3.948099 5.082344 -0.11 1.33 -0.90
C 10.610167 -3.982290 5.959690 0.77 0.25 0.25
H 14.680796 -3.850715 2.655831 0.01 0.17 -0.22
H 13.379387 -4.102807 1.403325 0.50 0.14 -0.37
H 14.622934 -5.403876 1.827655 0.12 0.43 -0.79
H 13.797386 -5.871118 3.759696 -0.35 -0.53 -0.18
H 12.427978 -5.848000 2.576724 -0.36 0.00 0.71
H 12.059487 -3.477035 3.619052 -1.37 0.13 0.64
H 13.168122 -3.702398 4.933696 0.39 -0.45 -0.24
H 11.941647 -6.252767 6.809974 0.43 -0.32 -0.05
H 13.054449 -4.939216 6.912341 -0.72 0.98 -0.15
H 13.440928 -6.041757 5.755363 -0.62 -0.53 -0.58
H 10.504383 -6.951157 5.221219 0.85 0.37 0.91
H 10.890158 -6.408751 3.730490 0.14 0.74 -0.11
H 8.588909 -5.831677 5.532530 0.08 -0.23 -0.10
H 8.650248 -5.535040 3.794921 -0.02 0.13 0.05
H 8.607700 -3.413463 5.590319 -0.17 -0.21 -0.03
H 9.597907 -3.435294 4.138980 0.23 0.51 0.01
H 10.280521 -4.278280 6.955598 0.64 -0.88 0.04
H 11.071931 -3.008689 6.123980 0.47 -0.19 -0.31
C 9.639872 -7.790518 11.768544 -2.10 -1.47 -0.95
F 9.878661 -7.247284 10.582506 -0.80 0.12 0.34
F 9.764182 -9.187213 11.560366 0.26 2.06 0.95
F 10.537928 -7.318292 12.590718 1.05 -0.41 0.95
S 7.884466 -7.350258 12.545182 -4.65 -1.13 -0.98
O 7.967923 -7.320352 14.009981 1.34 -0.35 -0.77
O 7.551360 -6.063843 11.961338 1.47 0.97 -0.04
O 6.824891 -8.299685 12.059603 2.78 0.40 1.10
C 13.933249 -7.981299 15.536973 0.17 1.81 -1.28
F 14.833173 -8.401669 14.636533 0.39 -0.36 0.07
F 12.798809 -7.826951 14.814116 0.08 -0.64 1.16
F 13.845167 -8.891309 16.504879 -0.60 -0.25 -0.26
S 14.491423 -6.335864 16.252855 -0.70 2.10 0.08
O 15.923950 -6.329596 16.051637 0.19 -0.39 -0.09
O 13.798465 -5.250859 15.512571 0.63 -1.83 0.69
O 14.081287 -6.472174 17.643493 -0.08 -0.03 -0.24
C 17.202780 -10.302887 9.810758 -2.02 -1.44 -2.50
F 16.244822 -9.329431 9.922471 0.63 -1.12 0.20
F 18.345667 -9.722314 9.830919 2.09 1.13 0.31
F 17.136201 -11.158081 10.851032 -0.35 0.37 0.60
S 17.022519 -11.437169 8.189473 -0.55 -1.56 -1.00
O 15.685696 -12.037779 8.367202 1.46 0.45 0.87
O 17.065506 -10.623754 6.988457 0.61 0.33 1.19
O 18.176206 -12.396067 8.301077 -1.62 1.65 0.62
C 17.857887 -5.519181 7.476909 -0.71 -2.58 -1.87
F 17.392892 -4.324754 7.805910 0.75 0.51 0.34
F 18.993158 -5.458694 6.710571 -0.53 0.99 0.53
F 18.219963 -6.224353 8.560627 -0.37 0.72 -0.03
S 16.498628 -6.459985 6.427594 -0.10 -3.21 0.87
O 15.800693 -5.497771 5.633342 -0.94 2.52 -0.27
O 17.188083 -7.381080 5.556322 1.03 0.23 0.61
O 15.687694 -7.113762 7.462978 0.80 1.22 -0.47
C 7.666137 -8.655041 6.573134 1.68 -2.51 3.28
F 6.660685 -9.482458 6.152006 0.53 1.70 -0.22
F 8.654414 -8.633878 5.680178 -0.67 0.24 -0.70
F 7.296335 -7.415165 6.864436 -1.00 0.43 -1.05
S 8.401357 -9.382425 8.268872 -0.53 -2.39 0.19
O 7.657363 -8.779571 9.373153 0.72 -0.21 -1.78
O 8.138363 -10.863887 8.112174 0.93 3.22 -0.02
O 9.828487 -8.950647 8.164510 -1.80 -0.49 -0.19
C 9.915299 -13.612516 9.328943 0.00 1.97 0.84
F 9.633827 -14.830171 9.693559 0.44 -2.77 0.14
F 9.756999 -13.502417 8.019386 0.29 0.09 0.27
F 9.000026 -12.912589 9.991311 -0.07 1.18 -0.24
S 11.661858 -13.108242 9.895695 2.79 0.60 0.19
O 12.072057 -11.971937 9.107618 -1.27 0.16 -0.39
O 11.767969 -12.797512 11.337149 -1.33 -0.85 -0.42
O 12.475265 -14.245751 9.526067 -0.57 -1.52 0.34
P 12.300384 -10.072064 3.561164 1.39 -0.64 0.53
F 13.623513 -9.329628 4.188929 -0.85 -0.94 -0.38
F 11.608164 -8.650914 3.351823 -0.39 2.15 0.64
F 12.921287 -9.812837 2.007589 0.09 -1.20 1.06
F 10.959542 -10.645434 2.936919 -0.42 -1.62 -0.77
F 12.980958 -11.617517 3.727509 -0.71 2.28 -0.78
F 11.627731 -10.229502 5.047946 0.73 0.26 -0.58
```
Forces are in eV/Å.

Values from the calculation:
E_HOMO (spin up / spin down), hartree: 0.1187 / 0.0014
<S²>: 0.753
Kohn-Sham gap (spin up / spin down), eV: 1.6 / 4.8
Charge: -4
Multiplicity: 2
LUMO energy (spin up / spin down), Eh: 0.1790 / 0.1790


C9H13NO | ωB97M-V/def2-TZVPD

Geometry as XYZ:
```
24
Properties=species:S:1:pos:R:3:forces:R:3
C 2.455722 -0.609879 0.176299 2.80 -2.77 0.58
C 4.029086 -0.492097 0.337938 -0.32 0.65 -1.86
C 5.822808 1.091798 -0.522651 0.87 0.24 1.77
C -4.873652 -1.033851 -0.270716 -2.42 1.12 -0.98
C -5.465997 0.169488 0.238928 0.59 -2.79 -0.67
C -4.686908 1.207637 0.532466 2.43 2.16 1.47
C -3.281493 1.114997 0.251740 -1.40 2.37 0.62
C -2.755455 0.047511 -0.455708 1.81 1.58 1.85
C -3.553965 -1.060348 -0.629895 -0.32 -1.99 -0.69
H 2.483388 -0.099304 -0.765718 -2.42 0.18 -0.04
H 2.021253 -0.269076 1.102762 -0.52 0.81 -0.30
H 2.188964 -1.717795 0.094162 0.33 1.54 -0.17
H 3.723108 0.607617 -1.258072 -0.09 1.61 -1.37
H 6.258318 0.894011 0.747793 -1.51 0.15 -4.31
H 6.725726 0.705994 -1.324693 -2.82 1.38 2.40
H 5.585694 2.262435 -0.475734 0.89 -2.59 -0.76
H -5.581182 -1.814701 -0.665463 0.99 0.51 0.96
H -6.476592 0.198219 0.492508 -1.62 -0.11 0.17
H -5.062254 2.089609 1.143673 0.44 -1.14 -1.13
H -2.729723 2.044060 0.635658 -0.20 -1.76 -1.01
H -1.654633 0.161934 -0.552799 -0.85 -0.89 -0.56
H -3.266430 -2.049223 -1.032082 0.56 0.96 -0.02
N 4.485310 0.366149 -0.699617 2.87 -0.90 3.11
O 4.780791 -1.023544 1.100615 -0.07 -0.29 0.95
```
Forces are in eV/Å.

Values from the calculation:
E_HOMO, hartree: -0.3424
Kohn-Sham gap, eV: 10.0
LUMO energy, Eh: 0.0255


C26H31BrCsN5O7 | ωB97M-V/def2-TZVPD

Geometry as XYZ:
```
71
Properties=species:S:1:pos:R:3:forces:R:3
Cs -0.300304 1.034219 -0.949308 -0.07 0.09 0.03
C 1.682249 0.416856 -4.829706 -0.01 -0.04 -0.01
N 1.118867 -0.906552 -5.036706 0.05 0.04 -0.01
C 2.042357 -1.930004 -5.497824 -0.03 -0.01 0.06
C 0.004408 -1.219172 -4.316409 -0.10 -0.02 -0.01
O -0.685573 -0.368769 -3.782888 0.03 -0.06 0.04
C -0.363489 -2.706441 -4.238871 -0.03 0.01 0.02
O -1.458877 -2.929044 -3.390799 0.03 0.01 -0.04
C -1.075212 -2.765610 -2.042258 0.02 -0.02 -0.01
C -2.260763 -2.349650 -1.184220 0.01 -0.02 -0.04
O -3.408988 -2.383294 -1.594006 -0.01 0.01 0.01
N -1.925036 -1.916487 0.063435 -0.02 -0.04 -0.01
C -0.631773 -2.199666 0.669767 0.04 0.04 0.05
C -2.977347 -1.493942 0.970740 0.00 -0.01 0.00
H 2.256785 0.702789 -5.712497 0.01 0.01 0.01
H 2.332561 0.418047 -3.949093 0.01 0.02 0.00
H 0.877495 1.129574 -4.673674 0.00 0.00 0.01
H 2.715551 -1.476174 -6.226746 0.00 -0.01 0.01
H 1.505225 -2.732869 -6.003674 0.01 0.01 0.01
H 2.620180 -2.355900 -4.673082 0.02 -0.02 0.03
H 0.519329 -3.268750 -3.911877 0.02 0.01 0.02
H -0.651709 -3.050348 -5.235971 -0.01 -0.02 0.00
H -0.290536 -2.011030 -1.966347 0.02 -0.02 0.05
H -0.653865 -3.704625 -1.653173 0.00 0.02 0.01
H 0.182865 -2.016546 -0.028520 0.02 -0.05 0.00
H -0.567133 -3.236307 1.025202 -0.01 0.00 -0.03
H -0.493237 -1.515313 1.506377 -0.01 0.02 -0.02
H -3.813451 -1.113882 0.390666 0.00 0.00 0.00
H -2.573581 -0.711014 1.613576 0.00 0.00 0.00
H -3.334712 -2.330463 1.584977 0.00 0.00 0.00
C -3.007903 5.079844 -2.634012 0.02 0.01 0.00
C -2.290789 4.299627 -1.526665 -0.01 0.03 0.02
O -1.462435 3.439468 -1.928615 0.04 0.00 0.02
C -2.624239 4.640587 -0.218644 -0.01 -0.01 -0.02
C -2.123329 4.114572 1.028908 0.00 -0.02 -0.03
C -2.578890 4.864672 2.269011 0.00 0.01 0.00
N -1.352915 3.076963 1.139906 0.01 0.00 0.06
N -0.958703 2.843035 2.465905 -0.02 0.01 0.00
C -0.595203 1.616940 2.724452 -0.01 -0.06 0.02
O -0.582958 0.582087 1.979660 0.03 0.04 -0.05
C -0.141901 1.422986 4.160288 0.02 0.02 -0.01
C 0.200655 0.147876 4.598516 -0.01 0.00 0.00
C 0.629601 -0.072761 5.902317 -0.02 -0.01 0.00
C 0.720766 0.984770 6.795577 0.01 0.00 0.00
C 0.380211 2.265437 6.368044 0.00 0.00 0.00
C -0.044715 2.481190 5.066648 -0.01 -0.01 0.00
H -3.452442 4.366692 -3.331683 -0.01 0.00 0.00
H -2.271407 5.664025 -3.193155 0.01 -0.01 0.00
H -3.781269 5.750825 -2.255675 0.00 0.00 0.00
H -3.355584 5.433848 -0.115518 0.01 0.00 0.00
H -3.260078 5.673031 2.000371 0.00 0.00 0.00
H -1.716044 5.277057 2.795800 0.00 0.00 0.00
H -3.066610 4.187824 2.972249 0.00 0.00 0.00
H 0.134126 -0.661864 3.883396 0.00 0.01 0.01
H 0.898351 -1.075261 6.218072 0.00 0.01 0.00
H 1.057129 0.817067 7.812937 0.00 0.00 0.00
H 0.450734 3.100727 7.056939 0.00 0.00 0.00
H -0.313103 3.468029 4.714057 0.00 0.01 0.00
Br 3.469152 -1.034372 3.539696 0.01 0.00 -0.01
C 3.622806 -2.146999 2.013561 0.01 0.01 0.00
C 4.338765 -3.329225 2.101894 -0.03 -0.02 0.01
N 4.467237 -4.166750 1.075728 -0.01 0.00 0.00
C 3.870252 -3.829419 -0.068371 0.05 0.04 -0.01
C 3.143778 -2.658633 -0.254189 0.08 0.01 -0.01
C 3.017320 -1.792228 0.821801 -0.03 -0.01 0.00
C 2.490210 -2.348151 -1.606288 -0.26 -0.16 0.11
O 1.922318 -1.235899 -1.689014 0.04 0.08 -0.14
O 2.545545 -3.258457 -2.459280 0.08 0.11 -0.10
H 4.814461 -3.609462 3.035294 0.01 0.01 -0.01
H 3.968131 -4.511246 -0.903586 -0.01 -0.01 0.00
H 2.446663 -0.878054 0.716575 0.01 0.00 0.00
```
Forces are in eV/Å.

Values from the calculation:
E_HOMO, hartree: -0.0303
Kohn-Sham gap, eV: 4.7
Charge: -2
LUMO energy, Eh: 0.1442